Record 1
{
  "formula": "C28H28IrN2Si",
  "method": "wB97M-V/def2-TZVPD",
  "symbols": ["C", "C", "C", "H", "C", "C", "H", "H", "H", "H", "Ir", "C", "H", "H", "H", "Si", "C", "C", "H", "C", "H", "C", "H", "C", "H", "C", "H", "C", "C", "H", "C", "H", "C", "H", "C", "H", "C", "H", "H", "H", "C", "C", "C", "C", "N", "C", "C", "C", "C", "C", "C", "N", "H", "H", "H", "H", "H", "H", "H", "H"],
  "coordinates": [[0.7638, 2.4618, 2.8735], [1.1430, 2.3256, 1.4859], [-0.0577, 2.3821, 0.7006], [2.1535, 2.2157, 1.1043], [-1.1756, 2.4958, 1.5886], [-0.6642, 2.5580, 2.9342], [-1.2609, 2.6649, 3.8404], [1.4454, 2.4707, 3.7198], [-0.1157, 2.3304, -0.3774], [-2.2175, 2.5409, 1.3013], [-0.1018, 0.6326, 1.9533], [-0.1970, -0.6636, 0.4908], [-1.0496, -0.2983, -0.1102], [-0.3979, -1.6978, 0.7976], [0.7842, -0.6392, -0.0092], [0.0481, -0.2276, -2.3912], [1.5011, -0.5641, -3.4971], [2.4011, 0.5076, -3.6403], [2.2243, 1.4355, -3.0894], [3.5227, 0.3835, -4.4678], [4.2223, 1.2200, -4.5638], [3.7602, -0.8126, -5.1550], [4.6531, -0.9160, -5.7840], [2.8835, -1.8957, -4.9955], [3.0896, -2.8349, -5.5229], [1.7625, -1.7786, -4.1610], [1.1005, -2.6302, -4.0209], [-1.3395, 0.4255, -3.4316], [-1.1119, 0.6823, -4.7950], [-0.2864, 0.1859, -5.3163], [-1.9086, 1.6180, -5.4719], [-1.6694, 1.8835, -6.5061], [-2.9840, 2.2176, -4.8178], [-3.5738, 2.9719, -5.3270], [-3.2995, 1.8580, -3.5018], [-4.1593, 2.3042, -3.0035], [-2.5029, 0.9386, -2.8133], [-2.7397, 0.6332, -1.7919], [0.3804, 0.9531, -1.5703], [-0.2852, -1.4765, -1.6387], [-3.6694, -0.9578, 3.7560], [-3.2030, -1.9354, 4.6484], [-1.8354, -2.1839, 4.6905], [-0.9657, -1.4402, 3.8884], [-1.4581, -0.4880, 3.0393], [-2.7829, -0.2620, 2.9510], [0.4839, -1.5326, 3.8836], [1.2564, -2.3566, 4.7108], [2.6417, -2.2606, 4.6708], [3.2314, -1.3817, 3.7531], [2.4383, -0.6089, 2.9212], [1.0955, -0.6652, 3.0209], [-4.7313, -0.7517, 3.6585], [-3.8894, -2.4855, 5.2890], [-1.3949, -2.9295, 5.3455], [-3.1167, 0.4787, 2.2165], [0.7411, -3.0309, 5.3916], [3.2668, -2.8499, 5.3398], [4.3103, -1.2881, 3.6447], [2.8399, 0.0679, 2.1610]],
  "mulliken_charge": [-0.6687, -0.6565, -0.2505, 0.6412, -0.6460, -0.6507, 0.4409, 0.4435, 0.9101, 0.6468, 0.5410, -1.0675, 0.1382, 0.2928, 0.5236, 1.2514, 0.1433, -0.0453, 0.2802, -0.6560, 0.3619, -0.4072, 0.3614, -0.5427, 0.3758, -0.3951, 0.3602, 0.5014, -0.4722, 0.3745, -0.5102, 0.3692, -0.4893, 0.3744, -0.4909, 0.3748, -0.5747, 0.3961, -0.5037, -0.2080, -0.7718, -0.4993, -0.9093, 0.6789, 0.0620, -0.0050, 0.6765, -0.9058, -0.4851, -0.7756, -0.0393, -0.1103, 0.4101, 0.4419, 0.3686, 0.3685, 0.3680, 0.4348, 0.4118, 0.4131],
  "total_energy_ha": -1586.63218,
  "spin_multiplicity": 5,
  "total_charge": 1
}

Record 2
{
  "formula": "C28H28N2OsSi",
  "method": "wB97M-V/def2-TZVPD",
  "symbols": ["C", "C", "C", "H", "C", "C", "H", "H", "H", "H", "Os", "C", "H", "H", "H", "Si", "C", "C", "H", "C", "H", "C", "H", "C", "H", "C", "H", "C", "C", "H", "C", "H", "C", "H", "C", "H", "C", "H", "H", "H", "C", "C", "C", "C", "N", "C", "C", "C", "C", "C", "C", "N", "H", "H", "H", "H", "H", "H", "H", "H"],
  "coordinates": [[0.9504, -2.2737, 1.2387], [0.4457, -2.5624, -0.0706], [1.4872, -2.3189, -1.0140], [-0.5546, -2.9029, -0.3139], [2.6448, -1.9053, -0.2809], [2.3057, -1.8578, 1.1026], [2.9911, -1.6423, 1.9156], [0.3858, -2.3791, 2.1596], [1.4182, -2.4881, -2.0830], [3.6318, -1.7496, -0.7013], [1.0784, -0.5890, 0.0036], [-1.6321, 1.8185, -1.5731], [-1.0719, 1.8136, -2.5159], [-1.2924, 2.6460, -0.9418], [-2.7022, 1.9728, -1.8008], [-1.5078, 0.1736, -0.6490], [-2.6931, -0.0353, 0.7900], [-2.9536, -1.3280, 1.2794], [-2.7607, -2.2065, 0.6564], [-3.4347, -1.5036, 2.5797], [-3.5851, -2.5116, 2.9580], [-3.6884, -0.3871, 3.3787], [-4.0384, -0.5222, 4.3952], [-3.4615, 0.9031, 2.8863], [-3.6334, 1.7792, 3.5075], [-2.9734, 1.0813, 1.5886], [-2.7886, 2.0884, 1.1997], [-1.8573, -1.1203, -1.9903], [-3.0523, -1.8568, -1.9602], [-3.7621, -1.7231, -1.1396], [-3.3414, -2.7702, -2.9821], [-4.2492, -3.3724, -2.9128], [-2.4834, -2.9021, -4.0830], [-2.7267, -3.5932, -4.8929], [-1.3114, -2.1381, -4.1450], [-0.6235, -2.2161, -4.9932], [-1.0006, -1.2563, -3.1020], [-0.0834, -0.6613, -3.1866], [0.1731, 0.5209, -0.9903], [-0.6146, -0.5366, 0.5902], [4.1091, 1.7349, -2.3433], [4.4374, 2.8163, -1.5225], [3.8366, 2.9062, -0.2746], [2.9040, 1.9371, 0.1238], [2.5981, 0.8866, -0.6856], [3.1984, 0.7847, -1.8868], [2.2032, 1.9592, 1.4231], [2.3469, 2.9993, 2.3558], [1.6595, 2.9572, 3.5630], [0.8813, 1.8280, 3.8232], [0.7988, 0.8058, 2.8781], [1.3849, 0.9019, 1.6672], [4.5487, 1.5884, -3.3295], [5.1574, 3.5629, -1.8406], [4.0784, 3.6958, 0.4266], [2.9260, -0.0769, -2.5052], [3.0135, 3.8182, 2.1105], [1.7392, 3.7784, 4.2753], [0.3274, 1.7208, 4.7505], [0.2167, -0.0923, 3.0834]],
  "mulliken_charge": [-0.5626, 0.0121, -0.6280, 0.7521, -0.5586, -0.5398, 0.4616, 0.5648, 0.6580, 0.4806, 0.9288, -1.4457, 0.4350, 0.4683, 0.4276, -0.0900, 0.6968, 0.0323, 0.3783, -0.8027, 0.4860, -0.4601, 0.4556, -0.5330, 0.4896, -0.5782, 0.4221, 0.6748, -0.3497, 0.4796, -0.7491, 0.4244, -0.5673, 0.4046, -0.6638, 0.4310, -0.3434, 0.5004, 0.2179, 0.1512, -0.8827, -0.5669, -1.0648, 0.8301, 0.2247, -0.0668, 0.6266, -1.1110, -0.7010, -0.8923, -0.2799, -0.0434, 0.4373, 0.4557, 0.3938, 0.4149, 0.3799, 0.4495, 0.4571, 0.3777],
  "total_energy_ha": -1572.64868,
  "spin_multiplicity": 5,
  "total_charge": 2
}

Record 3
{
  "formula": "C28H28N2P2S3Ta",
  "method": "wB97M-V/def2-TZVPD",
  "symbols": ["Ta", "S", "P", "C", "P", "S", "C", "C", "C", "C", "C", "C", "C", "C", "C", "C", "C", "C", "C", "C", "C", "C", "C", "C", "C", "C", "C", "C", "C", "C", "H", "H", "H", "H", "H", "H", "H", "H", "H", "H", "H", "H", "H", "H", "H", "H", "H", "H", "H", "H", "C", "N", "C", "S", "N", "C", "H", "H", "H", "H", "H", "H", "H", "H"],
  "coordinates": [[0.1272, 0.3978, 0.3440], [-0.0715, 0.0417, 2.5906], [0.5514, 2.1490, 2.3936], [0.7011, 2.2236, 0.6414], [2.0999, 2.1692, -0.4516], [2.1047, 0.0463, -0.8704], [3.6524, 2.6407, 0.2592], [4.8102, 1.9432, -0.0895], [6.0325, 2.4075, 0.3663], [6.0925, 3.5522, 1.1525], [4.9333, 4.2461, 1.4882], [3.7036, 3.7965, 1.0419], [1.7814, 3.0134, -1.9805], [0.7346, 2.6047, -2.8105], [0.4937, 3.2869, -3.9867], [1.2930, 4.3735, -4.3365], [2.3381, 4.7712, -3.5164], [2.5939, 4.0902, -2.3347], [2.0692, 2.2234, 3.3083], [3.0500, 1.2420, 3.1498], [4.2461, 1.3712, 3.8286], [4.4574, 2.4679, 4.6632], [3.4768, 3.4375, 4.8187], [2.2736, 3.3249, 4.1395], [-0.7176, 3.1854, 3.0378], [-1.1426, 2.9877, 4.3557], [-2.1007, 3.8353, 4.8806], [-2.6201, 4.8657, 4.1011], [-2.1958, 5.0508, 2.7895], [-1.2445, 4.2053, 2.2444], [4.7655, 1.0528, -0.7041], [6.9394, 1.8791, 0.1042], [7.0517, 3.9128, 1.5006], [4.9916, 5.1426, 2.0912], [2.8026, 4.3440, 1.2914], [0.1336, 1.7345, -2.5615], [-0.2977, 2.9668, -4.6517], [1.1054, 4.9011, -5.2626], [2.9662, 5.6050, -3.7999], [3.4200, 4.3943, -1.7053], [2.8827, 0.3765, 2.5188], [5.0090, 0.6111, 3.7266], [5.3904, 2.5561, 5.2047], [3.6423, 4.2797, 5.4775], [1.5107, 4.0828, 4.2595], [-0.7309, 2.1891, 4.9631], [-2.4446, 3.6955, 5.8966], [-3.3645, 5.5287, 4.5224], [-2.6069, 5.8560, 2.1956], [-0.9075, 4.3420, 1.2236], [-2.8820, 2.6949, -1.9560], [-2.7822, 1.3986, -2.6381], [-2.4884, 0.2477, -2.0615], [-2.1954, 0.2321, -0.3111], [-2.5323, -0.8851, -2.7327], [-2.3698, -2.2411, -2.1886], [-3.1206, 3.4460, -2.7032], [-1.9330, 2.9559, -1.4901], [-3.6705, 2.6822, -1.2062], [-3.0991, 1.3723, -3.5990], [-2.8558, -0.8420, -3.6917], [-1.5086, -2.2898, -1.5300], [-2.2055, -2.9193, -3.0207], [-3.2605, -2.5513, -1.6451]],
  "mulliken_charge": [0.5001, -0.2962, 0.6647, 0.3251, 0.9556, -0.3643, 0.6563, -0.5457, -0.9275, -0.5313, -0.8548, -0.0573, 0.9033, -0.2079, -0.7324, -0.6409, -0.8072, -0.4007, 0.9869, -0.2683, -0.8862, -0.5522, -0.8499, -0.5262, 0.6070, -0.2094, -0.8034, -0.4928, -0.7607, -0.4125, 0.4525, 0.4843, 0.4799, 0.4991, 0.5474, 0.2654, 0.4573, 0.4345, 0.4546, 0.3988, 0.2621, 0.4886, 0.4907, 0.4618, 0.4779, 0.4220, 0.4456, 0.4406, 0.4544, 0.4344, -0.8792, -0.1867, 0.5740, -0.2641, -0.2522, -0.8321, 0.3548, 0.2441, 0.4172, 0.2751, 0.2609, 0.2740, 0.3236, 0.3678],
  "total_energy_ha": -3126.71411,
  "total_charge": 3
}